(1)
Entry from the OMol25 dataset: a molecular structure, C26H52Br2FINNbO3 (ωB97M-V/def2-TZVPD).

Structure (XYZ):
```
87
Properties=species:S:1:pos:R:3:lowdin_charge:R:1
C -2.317 -0.482 3.666 -0.077
C -1.378 -1.446 4.428 -0.141
C -0.370 -0.745 5.310 -0.493
O -0.586 -0.521 6.481 0.116
O 0.827 -0.425 4.747 -0.029
C 0.705 0.537 3.664 -0.283
C 2.079 1.042 3.264 -0.342
Nb 2.525 0.798 1.039 1.402
I 3.661 3.397 1.120 0.183
C 0.483 1.555 0.331 -0.375
C 0.413 2.879 -0.454 -0.321
C -0.034 4.104 0.386 -0.219
C -0.014 3.916 1.908 -0.246
C 0.326 5.222 2.646 -0.181
C 0.613 4.935 4.107 -0.250
O -0.572 4.515 4.751 -0.183
C -0.312 3.898 5.981 -0.119
C 3.005 0.543 -1.173 -0.344
C 2.544 -0.716 -1.896 -0.487
C 3.266 -0.918 -3.225 -0.060
F 1.174 -0.586 -2.227 -0.133
C 1.805 -1.322 1.325 -0.785
Br 0.098 -1.771 0.550 0.665
C 2.455 -2.292 2.002 -0.828
C 3.759 -2.144 2.727 -0.179
Br 1.755 -4.085 2.192 0.650
H -2.337 0.490 4.149 0.080
H -1.947 -0.323 2.658 0.039
H -3.311 -0.909 3.627 0.068
H -0.859 -2.114 3.745 0.095
H -1.986 -2.054 5.089 0.111
H 0.110 1.373 4.040 0.113
H 0.155 0.074 2.848 0.040
H 2.206 2.069 3.593 -0.013
H 2.808 0.475 3.848 0.041
H 4.264 0.241 1.290 -0.091
H -0.242 1.534 1.145 0.034
H 0.179 0.770 -0.361 -0.034
H 1.338 3.094 -0.981 0.036
H -0.329 2.754 -1.248 0.084
H -1.050 4.369 0.097 0.100
H 0.577 4.962 0.111 0.092
H -1.009 3.628 2.238 0.114
H 0.723 3.188 2.219 0.033
H 1.261 5.596 2.230 0.092
H -0.480 5.944 2.549 0.117
H 1.338 4.114 4.146 0.102
H 1.079 5.783 4.619 0.123
H -1.247 3.559 6.416 0.086
H 0.148 4.592 6.691 0.087
H 0.344 3.029 5.878 0.082
H 4.094 0.541 -1.239 0.031
H 2.678 1.380 -1.793 0.042
H 2.707 -1.618 -1.309 0.108
H 3.237 -0.009 -3.815 0.080
H 2.803 -1.743 -3.772 0.059
H 4.295 -1.201 -3.023 0.082
H 4.525 -1.801 2.041 0.043
H 4.079 -3.114 3.095 0.043
H 3.682 -1.479 3.578 0.068
C -3.146 -2.861 -6.722 -0.087
C -2.025 -1.922 -6.276 -0.211
C -1.029 -2.471 -5.266 -0.120
N -1.474 -2.596 -3.834 -0.253
C -0.261 -2.941 -3.030 -0.001
C -2.056 -1.307 -3.292 -0.078
C -3.560 -1.452 -3.433 -0.137
C -3.810 -2.939 -3.169 -0.131
C -2.538 -3.660 -3.627 -0.078
H -3.906 -3.007 -5.953 0.057
H -3.655 -2.444 -7.590 0.083
H -2.752 -3.838 -7.007 0.084
H -2.435 -0.969 -5.942 0.103
H -1.429 -1.680 -7.158 0.123
H -0.165 -1.807 -5.237 0.138
H -0.680 -3.461 -5.561 0.140
H 0.450 -2.122 -3.115 0.076
H 0.169 -3.868 -3.402 0.119
H -0.571 -3.052 -1.997 0.064
H -1.767 -1.243 -2.244 0.129
H -1.622 -0.468 -3.829 0.144
H -3.896 -1.172 -4.430 0.101
H -4.088 -0.814 -2.728 0.127
H -4.694 -3.306 -3.689 0.115
H -3.969 -3.115 -2.106 0.121
H -2.654 -4.220 -4.549 0.117
H -2.179 -4.342 -2.862 0.130
```

Computed properties:
Orbital gap in eV: 6.6
E_LUMO in eV: -0.544
Highest occupied orbital energy in eV: -7.12
Calculated total energy in a.u.: -6904.65067

---

(2)
Entry from the OMol25 dataset: a molecular structure, C26H52Br3CaCsN2NaNbO11S2Si2 (ωB97M-V/def2-TZVPD).

Structure (XYZ):
```
102
Properties=species:S:1:pos:R:3:lowdin_charge:R:1
C -1.115 -0.882 2.031 -0.111
C -1.698 -0.753 0.775 -0.279
Nb -0.630 -1.174 -1.216 1.646
N 1.266 -1.355 -0.295 -0.231
C -0.268 1.045 -1.418 -0.347
C 0.664 1.304 -2.692 -0.291
C 1.643 2.561 -2.500 -0.156
C 2.989 2.193 -1.744 -0.157
O 3.154 3.131 -0.641 -0.075
C 3.074 2.496 0.600 -0.476
C 1.759 2.497 1.495 0.008
O 4.033 1.935 1.087 0.095
C -0.888 -3.465 -0.908 -0.445
S -0.406 -4.032 0.732 0.647
O 0.059 -5.500 0.576 -0.740
O -1.547 -4.041 1.712 -0.443
O -2.423 -1.191 -2.249 -0.278
C -2.861 0.006 -2.729 -0.569
O -2.430 0.641 -3.660 0.107
C -4.156 0.601 -2.023 -0.046
C -5.506 0.365 -2.717 0.030
C -6.831 0.872 -2.089 -0.436
C -6.743 1.639 -0.678 -0.624
C -5.373 1.880 -0.033 -0.040
C -4.121 1.351 -0.714 -0.007
H -0.167 -0.358 2.360 0.055
H -1.597 -1.557 2.790 0.055
H -2.790 -0.454 0.740 0.027
H 0.219 -1.476 -2.820 -0.058
H 1.261 -1.193 0.718 -0.035
H 1.843 -0.586 -0.675 -0.029
H 0.382 1.333 -0.526 0.027
H -1.169 1.717 -1.359 0.043
H 0.120 1.323 -3.672 0.095
H 1.362 0.406 -2.745 0.047
H 1.135 3.411 -1.967 0.119
H 1.943 2.868 -3.553 0.113
H 3.079 1.112 -1.441 0.116
H 3.864 2.396 -2.440 0.137
H 1.524 1.438 1.796 0.066
H 1.928 3.122 2.417 0.093
H 0.875 2.935 0.935 0.078
H -1.975 -3.714 -1.119 0.071
H -0.256 -3.943 -1.708 0.000
H 0.662 -3.342 1.277 0.082
H -5.615 -0.177 -3.696 0.121
H -7.879 0.698 -2.577 0.052
H -7.679 2.043 -0.098 0.013
H -5.241 2.408 0.952 0.112
H -3.102 1.487 -0.253 0.090
Cs -8.104 0.003 -0.376 1.617
C 5.392 4.771 2.665 -0.195
Si 6.636 5.303 1.346 0.268
C 5.980 6.899 0.594 -0.188
C 6.630 3.968 0.023 -0.175
N 8.176 5.498 2.094 -0.160
Si 9.571 5.982 1.202 0.264
C 9.389 7.685 0.424 -0.192
C 10.038 4.752 -0.144 -0.192
C 11.039 6.080 2.386 -0.206
H 4.401 4.643 2.216 0.001
H 5.688 3.821 3.115 0.024
H 5.316 5.524 3.453 0.020
H 4.923 6.785 0.333 0.021
H 6.514 7.165 -0.320 0.009
H 6.064 7.727 1.302 0.027
H 7.100 3.053 0.389 0.034
H 7.152 4.292 -0.880 0.012
H 5.602 3.727 -0.263 0.000
H 8.705 7.671 -0.427 0.008
H 10.358 8.037 0.057 0.023
H 9.023 8.410 1.154 0.027
H 10.048 3.733 0.246 0.026
H 11.039 4.977 -0.527 0.023
H 9.350 4.797 -0.990 0.008
H 11.229 5.108 2.849 0.018
H 10.850 6.812 3.175 0.019
H 11.939 6.385 1.844 0.016
Ca 1.742 -5.808 -0.649 1.253
C -6.728 -6.644 2.707 -0.182
C -6.611 -5.506 1.703 -0.205
O -7.809 -5.569 0.923 -0.497
S -9.030 -6.115 1.875 0.602
O -9.770 -4.948 2.347 -0.778
O -9.675 -7.223 1.260 -0.355
O -8.106 -6.662 3.090 -0.179
H -6.484 -7.607 2.251 0.121
H -6.094 -6.487 3.580 0.133
H -5.735 -5.603 1.062 0.125
H -6.586 -4.537 2.211 0.129
Br -7.867 -7.365 -0.430 0.999
C -8.986 -8.099 -1.850 -0.601
C -8.175 -8.887 -2.850 -0.692
Br -7.198 -7.707 -4.056 0.584
H -9.518 -7.260 -2.294 0.059
H -9.699 -8.748 -1.340 0.068
H -8.827 -9.476 -3.497 0.054
H -7.442 -9.544 -2.386 0.052
Br -9.936 -2.956 2.581 0.084
Na -2.133 -6.070 1.861 0.596
O -2.020 -8.959 0.551 -0.608
H -1.732 -9.852 0.374 -0.192
```

Computed properties:
Orbital gap in eV: 0.9
E_LUMO in eV: -4.394
Highest occupied orbital energy in eV: -5.34
Calculated total energy in a.u.: -11972.49903

---

One value per record, in order, for F_max: 2.21, 16.18 eV/A.